A gas-phase ion, C26H25N2O (charge +1) in a non-equilibrium geometry. Source: OMol25; level of theory: wB97M-V/def2-TZVPD.

Structure (XYZ):
```
54
Properties=species:S:1:pos:R:3:forces:R:3:nbo_charge:R:1
C 4.715400 -1.661944 -2.328319 -0.721 -1.078 1.479 -0.167
C 4.631677 -0.308065 -2.579871 0.746 0.011 -0.745 -0.217
C 3.439210 0.338198 -2.432323 -1.333 0.529 0.673 -0.152
C 2.344007 -0.311687 -1.812152 -0.281 0.178 -0.252 -0.209
C 1.206843 0.610928 -1.396822 0.115 -0.114 -1.365 0.689
C 0.216617 0.314020 -0.209933 -0.304 -4.150 -3.379 -0.148
N -1.193473 0.526359 -0.822736 1.096 -0.606 -0.839 -0.284
C -1.525835 1.773692 -1.181374 0.926 0.253 1.530 0.135
C -2.789299 2.098990 -1.589789 -2.562 -0.013 -0.691 -0.270
C -3.729235 1.084448 -1.892918 1.755 0.650 0.607 -0.016
C -3.320365 -0.265663 -1.734264 0.393 0.433 -0.242 -0.109
C -1.984692 -0.539300 -1.271932 -1.010 -0.167 0.323 0.202
C -1.579670 -1.893116 -1.273842 0.606 0.295 0.073 -0.199
C -2.444389 -2.903538 -1.608623 -0.799 -0.978 -0.402 -0.156
C -3.774938 -2.663558 -2.013991 0.620 2.142 0.729 -0.189
C -4.174634 -1.342003 -2.085701 -0.369 -1.051 -0.281 -0.146
O 1.014710 1.604542 -2.076124 -0.107 -0.330 0.818 -0.568
C 2.367080 -1.704276 -1.657261 -0.063 -0.123 0.263 -0.174
C 3.586736 -2.377395 -1.862309 0.080 0.397 -0.372 -0.211
H 5.669058 -2.175308 -2.342320 -0.041 0.031 -0.278 0.229
H 5.518413 0.235401 -2.906764 -0.296 -0.137 -0.105 0.233
H 3.282173 1.369046 -2.759263 0.304 -0.207 0.459 0.241
H 0.300741 -0.734035 0.083282 -0.150 -0.328 -0.755 0.239
H -0.757610 2.549101 -1.009815 -0.804 -0.593 -0.125 0.268
H -3.092730 3.163496 -1.569330 0.375 -0.818 -0.516 0.259
H -4.710233 1.315639 -2.292259 0.006 0.029 0.259 0.244
H -0.532571 -2.099129 -1.107722 -0.162 -0.257 0.292 0.215
H -2.214031 -3.976839 -1.624108 0.755 0.660 0.211 0.242
H -4.470274 -3.447255 -2.214077 -0.143 -0.440 -0.231 0.240
H -5.191240 -1.185748 -2.448116 0.281 0.522 0.170 0.236
H 1.414112 -2.256699 -1.458772 1.229 0.444 0.291 0.204
H 3.682983 -3.442082 -1.622934 -0.157 0.421 -0.329 0.231
C 2.788494 1.625784 0.743323 -0.139 -0.480 0.291 -0.423
N 1.709116 1.032189 1.550093 1.297 0.009 -0.046 -0.468
C 2.076856 0.999949 2.976334 -0.735 -0.006 -0.499 -0.390
C 0.389018 1.025570 1.024952 -1.538 3.786 1.148 -0.039
C -0.672509 0.657006 2.093108 0.121 -0.885 -0.053 -0.061
C -0.906823 1.547868 3.129911 1.041 1.358 0.313 -0.145
C -1.732452 1.293655 4.212305 -2.005 -1.519 0.372 -0.218
C -2.529950 0.080812 4.223230 2.910 1.286 -2.683 -0.179
C -2.274811 -0.825840 3.152916 -0.922 -0.071 1.596 -0.209
C -1.319953 -0.593584 2.171281 0.272 0.663 -0.397 -0.228
H 3.474720 2.242924 1.331434 -0.372 0.017 0.122 0.217
H 3.393424 0.823251 0.321999 0.130 0.114 -0.226 0.205
H 2.394952 2.245442 -0.046984 -0.097 0.272 -0.284 0.199
H 3.157442 0.963960 3.020467 0.121 -0.033 0.018 0.215
H 1.729400 1.889197 3.498476 0.135 0.104 0.243 0.183
H 1.705681 0.120241 3.489498 -0.220 -0.122 0.010 0.210
H 0.041324 1.998093 0.433722 0.881 0.236 2.750 0.144
H -0.277812 2.467737 3.131276 -0.857 -0.566 0.002 0.210
H -1.886013 2.018392 5.029820 0.343 -0.368 -0.609 0.231
H -3.232439 -0.139685 4.975739 -0.654 -0.154 0.753 0.226
H -2.852656 -1.767624 3.161647 0.537 0.495 -0.144 0.222
H -1.079532 -1.401543 1.477947 -0.231 0.255 0.055 0.206
```
Forces are in eV/Å.

Computed properties:
Gap between HOMO and LUMO (eV): 6.64
LUMO (eV): -4.34
Net charge: +1
Energy above the lowest of the compared OMol25 structures with the same formula, charge and spin (kJ/mol): 267.21

A molecular structure, C26H25N3O4Pd in a non-equilibrium geometry. Source: OMol25; level of theory: wB97M-V/def2-TZVPD.

Structure (XYZ):
```
59
Properties=species:S:1:pos:R:3:forces:R:3:nbo_charge:R:1
Pd -0.044888 -0.072399 -0.158356 -0.446 0.397 0.724 1.234
O 1.097852 -0.248440 3.981446 0.133 0.108 -0.313 -0.613
C 0.540728 -0.171735 2.902249 -0.802 -0.501 0.568 0.742
O 1.006427 0.290569 1.801804 0.292 0.093 -0.994 -0.694
C -0.919531 -0.618068 2.784640 0.510 0.190 0.017 0.102
C -1.698854 -1.019430 3.852498 -0.106 -0.068 -0.013 -0.204
C -3.045334 -1.276368 3.620508 0.063 0.035 -0.046 -0.151
C -3.567653 -1.089399 2.347138 -0.001 -0.005 0.024 -0.205
C -2.709700 -0.696102 1.337768 -0.081 0.095 -0.369 0.104
N -1.418445 -0.497839 1.564930 -0.004 -0.204 -0.211 -0.451
C -3.153856 -0.366917 -0.083313 -0.299 -0.347 0.794 0.742
O -4.320349 -0.516361 -0.388566 0.221 0.092 -0.202 -0.606
O -2.203505 0.085783 -0.823759 0.882 0.283 -0.324 -0.717
H -1.241935 -1.114343 4.827031 0.006 0.035 0.000 0.252
H -3.687090 -1.594576 4.431719 0.003 0.003 -0.002 0.226
H -4.612941 -1.225782 2.108703 -0.004 -0.015 0.018 0.253
N 1.918446 -2.905510 -6.596264 -0.014 -0.015 0.054 -0.298
C 1.578310 -2.692679 -5.519065 0.106 -0.087 -0.273 0.275
C 1.159585 -2.396665 -4.183231 -0.233 0.141 0.292 -0.183
C 2.020798 -2.623336 -3.107776 -0.021 -0.009 -0.054 -0.160
C 1.632426 -2.269749 -1.827717 0.034 -0.072 0.223 -0.266
C 0.399527 -1.666438 -1.620150 0.098 -0.159 -0.244 -0.120
C -0.501182 -1.530853 -2.670574 -0.318 0.107 0.229 -0.224
C -0.113472 -1.875415 -3.957995 0.290 -0.089 -0.090 -0.164
H 2.993017 -3.066905 -3.276897 -0.001 0.003 -0.024 0.231
H 2.311170 -2.470883 -1.008909 -0.020 0.035 -0.032 0.225
H -1.500992 -1.146863 -2.507033 0.080 0.033 0.019 0.256
H -0.796821 -1.744584 -4.786174 -0.013 0.009 0.004 0.232
C 6.425570 2.392046 -1.344106 -0.073 -0.014 0.040 -0.632
C 5.275930 1.542736 -0.867376 0.069 -0.009 0.023 -0.004
C 5.500386 0.494247 0.033230 -0.118 0.008 -0.041 -0.151
C 4.459913 -0.348061 0.434237 0.013 -0.057 -0.056 -0.015
C 4.679618 -1.455952 1.426170 -0.014 0.106 0.029 -0.633
C 3.200101 -0.113945 -0.060967 -0.083 0.225 0.012 -0.158
C 2.886145 1.032229 -0.854727 0.174 -0.180 -0.075 0.227
C 3.996827 1.811255 -1.299898 0.208 0.028 -0.122 -0.234
N 1.594845 1.263344 -1.101428 -0.600 -0.162 0.441 -0.413
C 0.974229 2.505197 -1.578213 -0.117 0.403 -0.227 0.078
C 0.223605 3.132006 -0.379081 0.183 -0.282 -0.101 -0.605
C -0.041516 2.126514 -2.671216 0.207 -0.096 0.182 -0.614
C 1.910489 3.575481 -2.141903 -0.156 0.088 -0.066 -0.628
H 7.375474 1.881088 -1.196852 0.021 0.022 -0.021 0.219
H 6.459256 3.333783 -0.792912 0.033 -0.001 -0.006 0.226
H 6.319801 2.629961 -2.402339 0.025 0.008 0.000 0.222
H 6.502846 0.318426 0.405903 0.015 -0.013 -0.009 0.210
H 5.726019 -1.753975 1.473731 -0.007 -0.020 -0.009 0.217
H 4.072458 -2.328386 1.184897 0.019 -0.023 0.003 0.218
H 4.373116 -1.108990 2.415968 0.027 -0.078 0.007 0.243
H 2.392541 -0.765478 0.229305 -0.023 0.049 0.127 0.210
H 3.860651 2.606523 -2.013874 0.205 -0.281 0.178 0.222
H -0.587879 2.486334 -0.039370 -0.026 -0.032 0.046 0.212
H -0.217925 4.081903 -0.680270 0.016 -0.003 -0.034 0.221
H 0.909337 3.300097 0.451769 -0.021 0.020 0.020 0.224
H -0.823119 1.484128 -2.267365 -0.082 -0.021 -0.054 0.230
H 0.459142 1.604195 -3.488205 -0.017 0.008 -0.021 0.216
H -0.512540 3.026539 -3.065978 -0.007 0.010 0.024 0.220
H 2.644538 3.904472 -1.407088 -0.152 0.125 -0.041 0.217
H 1.305665 4.436942 -2.423129 -0.036 0.000 -0.004 0.224
H 2.419233 3.224418 -3.040500 -0.041 0.082 -0.022 0.209
```
Forces are in eV/Å.

Computed properties:
Gap between HOMO and LUMO (alpha / beta) (eV): 8.75 / 6.13
Expectation value of S²: 6.065
LUMO (alpha / beta) (eV): 0.02 / -3.32
2S+1: 5
Net charge: 0

A molecular structure, C26H26AuN7S in a non-equilibrium geometry. Source: OMol25; level of theory: wB97M-V/def2-TZVPD.

Structure (XYZ):
```
61
Properties=species:S:1:pos:R:3:forces:R:3:nbo_charge:R:1
Au -0.889408 -0.452397 0.432921 0.289 0.721 1.186 0.603
C -2.662547 -2.290653 -4.919498 0.025 -0.004 0.068 -0.218
C -2.862490 -3.461788 -4.194972 -0.011 0.014 0.096 -0.204
C -2.571845 -3.508932 -2.838329 -0.019 -0.024 0.061 -0.241
C -2.066348 -2.380354 -2.196969 0.222 -0.165 -0.188 0.183
C -1.864578 -1.213470 -2.918735 0.019 0.176 0.009 -0.251
C -2.172928 -1.163785 -4.273636 0.006 0.005 0.087 -0.203
N -1.642792 -2.373388 -0.821313 0.060 0.853 -1.581 -0.240
N -2.189116 -3.197143 -0.114433 -0.446 -1.186 1.207 -0.152
C -1.848588 -3.121439 1.278117 -0.050 0.247 0.695 0.094
C -2.031304 -4.289536 2.021479 0.042 -0.033 -0.312 -0.228
C -1.814398 -4.270941 3.387650 0.057 0.037 0.127 -0.250
C -1.405324 -3.091021 4.006876 -0.045 0.005 -0.135 -0.206
C -1.180775 -1.941310 3.250474 -0.222 -0.066 -0.121 -0.255
C -1.444715 -1.907499 1.877271 0.132 -0.575 -0.768 -0.447
H -2.876984 -2.259852 -5.981987 -0.011 -0.008 0.083 0.214
H -3.247784 -4.345101 -4.691283 0.032 0.034 0.031 0.214
H -2.724535 -4.410298 -2.258502 0.016 0.010 -0.051 0.234
H -1.472251 -0.341910 -2.395693 0.018 -0.098 -0.056 0.217
H -2.018038 -0.245480 -4.826499 0.003 -0.010 0.005 0.209
H -2.290534 -5.215220 1.511446 -0.118 0.148 0.071 0.210
H -1.958272 -5.174150 3.969850 0.006 0.056 -0.016 0.207
H -1.275431 -3.068635 5.085043 0.072 -0.012 -0.081 0.203
H -0.823958 -1.042087 3.746959 -0.066 -0.078 -0.018 0.201
C -4.273179 3.110963 0.660840 0.141 -0.073 0.087 -0.434
N -2.947457 2.767821 1.146636 -0.152 0.110 -0.061 -0.586
C -1.856639 2.631176 0.374618 -0.032 -0.042 -0.285 0.331
S -0.417363 2.025760 1.047026 -0.175 0.133 -0.394 -0.301
N -2.015032 2.986383 -0.916853 0.434 0.027 -0.055 -0.596
C -0.958512 2.963894 -1.924056 -0.168 -0.003 0.205 -0.420
H -4.983635 2.974690 1.470392 0.007 0.010 0.026 0.230
H -4.575981 2.462618 -0.164912 0.009 -0.041 0.000 0.204
H -4.332197 4.153184 0.336434 0.032 0.014 0.015 0.195
H -2.839938 2.400675 2.073631 -0.018 -0.053 0.135 0.425
H -2.869327 3.452703 -1.167949 -0.041 -0.061 -0.051 0.393
H -0.167119 2.301392 -1.585300 0.004 -0.056 0.045 0.248
H -0.538707 3.959041 -2.083766 -0.016 -0.015 0.030 0.200
H -1.363173 2.589222 -2.864643 -0.020 0.019 0.032 0.202
C 3.191795 -1.670480 -1.743185 0.037 -0.012 -0.035 -0.258
C 1.886108 -1.265961 -1.530383 -0.093 0.071 0.160 0.051
N 1.525538 -0.535208 -0.469600 0.155 -0.126 -0.169 -0.467
C 2.463496 -0.178935 0.399686 -0.292 0.135 -0.024 0.089
C 3.806786 -0.506130 0.261601 0.226 0.189 0.165 -0.117
C 4.160511 -1.288593 -0.827208 0.161 -0.055 -0.103 -0.146
C 4.812513 -0.095826 1.268520 -0.171 -0.223 -0.173 -0.127
C 4.923689 1.049681 1.940440 -0.092 0.390 -0.024 -0.227
C 4.176932 2.326061 1.770447 0.010 -0.373 -0.125 0.197
C 4.128722 3.236869 2.815378 0.054 0.057 0.250 -0.294
C 3.451793 4.423308 2.604918 -0.071 0.063 -0.047 0.078
N 2.856924 4.715719 1.450087 0.083 -0.254 -0.120 -0.446
C 2.958724 3.775018 0.508897 0.121 -0.105 0.144 0.269
N 3.588515 2.605447 0.603045 -0.106 0.197 -0.066 -0.453
H 3.442546 -2.274439 -2.606588 -0.009 0.038 0.052 0.222
H 1.088553 -1.546673 -2.215133 0.082 0.037 0.083 0.202
H 2.127019 0.395942 1.258529 0.005 -0.065 -0.085 0.205
H 5.197301 -1.581686 -0.966117 -0.092 -0.010 0.008 0.215
H 5.540431 -0.866654 1.511166 -0.046 0.027 0.012 0.211
H 5.684157 1.088500 2.714652 -0.008 0.036 -0.047 0.212
H 4.598928 3.021302 3.766763 -0.006 0.028 -0.042 0.223
H 3.381390 5.170978 3.388885 0.005 -0.029 -0.025 0.197
H 2.480830 3.988624 -0.443136 0.031 -0.033 0.083 0.180
```
Forces are in eV/Å.

Computed properties:
Gap between HOMO and LUMO (eV): 6.19
LUMO (eV): -0.03
Net charge: 0
Energy above the lowest of the compared OMol25 structures with the same formula, charge and spin (kJ/mol): 92.83

> Which of these has the highest net charge?

C26H25N2O

> net charge of number 1 (C26H25N2O)?

+1

> Look up the net charge of the first one.

+1